Here is one molecule with the formula BrH2NOS2 in a non-equilibrium geometry from the Open Molecules 2025 dataset. Energies are from wB97M-V/def2-TZVPD.

XYZ file:
```
7
Properties=species:S:1:pos:R:3:mulliken_charge:R:1
N -1.60337 -0.44120 -0.53969 -0.569
O 0.02503 1.23680 1.06263 -0.493
S 1.57111 -0.89600 -0.19842 -0.191
S 0.69323 0.93196 -0.20788 0.337
Br -0.65722 -1.77822 -0.47137 0.444
H -2.10323 -0.26168 0.39786 0.276
H 2.07445 1.20833 -0.04314 0.196
```

## Properties
**HOMO energy (spin up / spin down)**: -0.3357 / -0.3356 Ha
**F_max**: 4.978 eV/A
**Energy relative to the best compared isomer or geometry (same formula, charge and spin)**: 72.0 kcal per mole
**Frontier orbital gap (spin up / spin down)**: 0.2862 / 0.2861 Ha
**DFT total energy**: -3501.39501 hartree
**Multiplicity**: 1